# 1
16
Properties=species:S:1:pos:R:3:nbo_charge:R:1 method="wB97M-V/def2-TZVPD" mol_weight_g_mol=60.14 lumo_ev=1.101 smiles=CC.CC e_above_lowest_kcal_mol=36.54 spin_multiplicity=1 homo_lumo_gap_ha=0.4443
C 1.21 -0.75 -1.87 -0.60
C 1.00 -1.96 -0.94 -0.63
H 2.00 -0.79 -2.55 0.21
H 0.22 -0.69 -2.48 0.19
H 1.10 0.31 -1.29 0.20
H 0.28 -1.78 -0.13 0.22
H 2.04 -2.29 -0.77 0.21
H 0.62 -2.81 -1.58 0.20
C -1.31 2.10 1.41 -0.63
C -0.73 0.60 1.53 -0.63
H -0.93 2.78 2.16 0.21
H -1.14 2.27 0.28 0.21
H -2.43 2.29 1.61 0.20
H -0.24 0.31 0.56 0.20
H -1.70 0.05 1.73 0.21
H -0.01 0.33 2.33 0.21

=====

# 2
7
Properties=species:S:1:pos:R:3:nbo_charge:R:1 method="wB97M-V/def2-TZVPD" mol_weight_g_mol=208.83 lumo_ev="-1.235 / -1.146" e_above_lowest_kcal_mol=43.54 spin_multiplicity=1 homo_lumo_gap_ha="0.3237 / 0.2868"
C -0.95 1.20 0.46 -0.27
N 1.46 -1.58 -1.17 0.53
O 1.15 -2.38 -0.37 -0.26
O 2.02 -0.54 -1.26 -0.27
Cl -2.05 2.63 0.59 0.01
Cl 0.08 1.07 1.76 0.10
Br -1.71 -0.40 -0.02 0.15

=====

# 3
15
Properties=species:S:1:pos:R:3:nbo_charge:R:1 method="wB97M-V/def2-TZVPD" mol_weight_g_mol=70.13 lumo_ev=1.151 smiles="C=CC.C=C" e_above_lowest_kcal_mol=56.32 spin_multiplicity=1 homo_lumo_gap_ha=0.3912
C 0.83 1.74 -0.22 -0.39
C 0.06 1.73 0.86 -0.19
C -1.43 1.52 0.83 -0.66
H 1.88 2.02 -0.19 0.19
H 0.58 1.29 -1.18 0.18
H 0.66 1.94 1.74 0.21
H -1.95 2.45 0.58 0.22
H -1.81 1.20 1.81 0.22
H -1.87 0.78 0.16 0.22
C 0.42 -2.73 -0.12 -0.38
C 0.54 -2.33 -1.39 -0.39
H 1.30 -3.00 0.45 0.20
H -0.54 -2.64 0.37 0.19
H 1.48 -2.39 -1.92 0.19
H -0.15 -1.59 -1.78 0.19

=====

# 4
8
Properties=species:S:1:pos:R:3:nbo_charge:R:1 method="wB97M-V/def2-TZVPD" mol_weight_g_mol=106.11 lumo_ev=-0.727 smiles="O=[SiH2].O=NN=O" e_above_lowest_kcal_mol=54.04 spin_multiplicity=1 homo_lumo_gap_ha=0.3308
O -0.18 -0.53 -1.23 -1.15
Si -1.37 -1.13 -0.51 1.57
H -2.54 -1.28 -1.40 -0.20
H -1.25 -1.18 0.92 -0.21
O 0.06 2.10 0.84 -0.42
N 1.13 1.61 0.59 0.32
N 1.62 0.60 0.40 0.41
O 2.53 -0.19 0.39 -0.32